# 1
{
  "formula": "C3H4OS",
  "method": "ωB97M-V/def2-TZVPD",
  "symbols": ["C", "C", "C", "O", "S", "H", "H", "H", "H"],
  "coordinates": [[-0.496, 0.511, 0.155], [-1.693, -0.303, -0.009], [0.823, 0.130, -0.054], [-4.261, -0.552, 0.093], [-3.211, 0.416, -0.073], [-0.696, 1.623, 0.144], [-1.691, -1.321, -0.299], [0.782, -0.947, -0.317], [1.644, 0.803, -0.021]],
  "orbital_gap_ev": [7.79, 7.79],
  "homo_ev": [-8.6955, -8.6949],
  "de_lowest_kj_mol": 211.2,
  "multiplicity": 1
}

# 2
{
  "formula": "C3H4OS",
  "method": "ωB97M-V/def2-TZVPD",
  "symbols": ["C", "C", "C", "O", "S", "H", "H", "H", "H"],
  "coordinates": [[0.483, -1.370, -0.381], [0.327, -0.050, 0.062], [-0.734, 0.898, 0.045], [0.406, -2.540, -0.465], [1.665, -0.237, -1.111], [1.113, -0.470, 1.574], [-1.367, 0.770, -0.769], [-0.552, 2.061, 0.108], [-1.342, 0.938, 0.937]],
  "orbital_gap_ev": 8.45,
  "homo_ev": -9.0282,
  "de_lowest_kj_mol": 379.6,
  "multiplicity": 1
}

E values (in eV) by entry order: -16055.921, -16054.175.